The following is a quantum chemistry calculation of the ion C4H5N2O5 with charge -1 in a non-equilibrium geometry, from OMol25.

Element x y z (Å)
C (-1.3132, -0.7785, 0.4659)
O (-0.5903, -0.3211, -0.7007)
C (0.4812, 0.5463, -0.3763)
O (0.7855, 0.8471, 0.7368)
C (1.2132, 0.8532, -1.5796)
C (2.1634, 1.9087, -1.7784)
O (2.4727, 2.4842, -2.8773)
O (2.8369, 2.3649, -0.5641)
N (3.4032, 1.4751, 0.2599)
N (4.5772, 0.9890, 0.2132)
O (4.7512, 0.1592, 1.0980)
H (-2.3398, -0.6137, 0.1880)
H (-1.0413, -0.1445, 1.3778)
H (-0.9667, -1.8008, 0.7172)
H (0.6696, 0.5535, -2.4654)
H (2.7961, 1.3147, 1.0903)

Summary:
Kohn-Sham gap   7.67 eV
Energy relative to the best compared isomer or geometry (same formula, charge and spin)   603.82 kJ/mol
Charge   -1
SMILES string   CO/C([O-])=C/C(=O)ONN=O
E_tot   -641.05777 Ha



The following is a quantum chemistry calculation of the ion C4H5N2S2 with charge -1 in a non-equilibrium geometry, from OMol25.

Element x y z (Å)
C (1.3460, -0.1409, 0.5366)
N (-0.0120, -0.7129, 0.4013)
C (-1.1273, 0.1090, 0.2487)
S (-0.9735, 1.8636, 0.0154)
C (-2.8183, 1.8708, 0.0042)
N (-3.2881, 0.7018, 0.0204)
C (-2.4645, -0.3149, 0.1429)
S (-2.9308, -1.9749, 0.0237)
H (1.5804, -0.1482, 1.5849)
H (2.0023, -0.8763, 0.1030)
H (1.4108, 0.8546, 0.1350)
H (-0.1082, -1.5294, -0.1430)
H (-3.3153, 2.7338, 0.0320)

Summary:
Kohn-Sham gap   5.29 eV
Energy relative to the best compared isomer or geometry (same formula, charge and spin)   0.00 kJ/mol
Charge   -1
SMILES string   CNc1scnc1[S-]
E_tot   -1061.31938 Ha



The following is a quantum chemistry calculation of an isolated molecule of C4H5N3 in a non-equilibrium geometry, from OMol25.

Element x y z (Å)
C (0.4126, 0.5704, -1.3173)
N (0.2011, 0.8663, 0.0962)
C (-0.0829, -0.2478, 0.9762)
C (-1.5539, -0.5547, 0.9409)
N (-2.6854, -0.3131, 0.9632)
C (0.8806, -1.3458, 0.7558)
N (1.7266, -2.1192, 0.5921)
H (1.2918, -0.0703, -1.4274)
H (0.6397, 1.5186, -1.8082)
H (-0.4354, 0.0960, -1.8358)
H (-0.5627, 1.5254, 0.2126)
H (0.0621, 0.0728, 2.0144)

Summary:
Kohn-Sham gap   10.84 eV
Energy relative to the best compared isomer or geometry (same formula, charge and spin)   205.05 kJ/mol
SMILES string   CNC(C#N)C#N
E_tot   -319.63411 Ha



The following is a quantum chemistry calculation of a cluster of 2 separate species, C4H5N3 in total in a non-equilibrium geometry, from OMol25.

Element x y z (Å)
C (-1.6846, 0.8992, 0.7279)
N (-0.0460, -0.6408, -0.9926)
C (1.0333, -0.9187, -0.3897)
C (2.2393, -1.3889, -1.0419)
N (3.1957, -1.7742, -1.5656)
C (0.7370, 1.5453, 1.4037)
N (-0.3580, 1.3222, 1.0468)
H (-1.6994, -0.1773, 0.5552)
H (-2.0398, 1.3765, -0.1893)
H (-2.3238, 1.1606, 1.5677)
H (0.0167, -0.7653, -2.0013)
H (1.1018, -0.7813, 0.6901)

Summary:
Kohn-Sham gap   11.05 eV
Energy relative to the best compared isomer or geometry (same formula, charge and spin)   304.68 kJ/mol
E_tot   -319.59616 Ha



The following is a quantum chemistry calculation of an isolated molecule of C4H5N3 in a non-equilibrium geometry, from OMol25.

Element x y z (Å)
C (-0.3603, 1.8607, 0.1163)
N (0.7911, 1.3781, -0.1318)
N (1.3028, 0.1466, -0.0675)
C (0.4793, -1.0806, 0.0228)
N (2.6174, 0.0004, -0.0575)
C (4.0358, 0.6622, -0.0321)
C (3.6909, -0.7638, 0.2131)
H (-0.5090, 2.9979, 0.1749)
H (-1.2344, 1.1928, 0.1742)
H (-0.5342, -0.8126, 0.2624)
H (0.6351, -1.5961, -0.8995)
H (0.8987, -1.6048, 0.8831)

Summary:
Kohn-Sham gap   8.86 eV
Energy relative to the best compared isomer or geometry (same formula, charge and spin)   904.95 kJ/mol
SMILES string   C=NN(C)N1C#C1
E_tot   -319.36753 Ha



The following is a quantum chemistry calculation of an isolated molecule of C4H5N3, from OMol25.

Element x y z (Å)
N (-2.0835, 0.9093, -0.2931)
C (-0.9421, 0.2353, -0.1717)
N (0.1697, 0.8905, -0.6883)
C (1.2920, 0.4124, -0.2849)
C (1.3804, -0.7900, 0.5546)
C (0.1080, -1.5235, 0.9233)
N (-1.0101, -0.9767, 0.3950)
H (-2.9320, 0.4344, -0.0229)
H (-2.1099, 1.8052, -0.7530)
H (2.2134, 0.8077, -0.7223)
H (2.1418, -0.7968, 1.3426)
H (1.7725, -1.4078, -0.2792)

Summary:
Kohn-Sham gap   7.22 eV
Energy relative to the best compared isomer or geometry (same formula, charge and spin)   353.61 kJ/mol
E_tot   -319.57753 Ha